Here is C5H14N2O as an isolated structure from the OMol25 dataset. Energies are from the ωB97M-V functional and the def2-TZVPD basis.

Element x y z (Å)
C: 0.0621 0.5474 0.1557
C: 1.0327 -0.4844 -0.0310
C: -0.0233 -2.0943 0.2762
C: -0.8447 0.8559 -1.0106
C: -0.6094 0.6790 1.5020
N: 1.3174 2.0065 0.0901
N: -1.2671 -2.2785 -0.3636
O: 1.9495 2.0503 -1.2095
H: 1.4456 2.7252 -1.6788
H: 2.1036 1.7936 0.7070
H: -2.0510 -1.7972 0.0565
H: -1.3264 -2.9621 -1.1047
H: 1.7874 -0.5729 0.7467
H: 1.4057 -0.5828 -1.0449
H: -0.0860 -2.1167 1.3652
H: 0.7167 -2.8066 -0.0801
H: -1.2712 1.8510 -0.8822
H: -1.5677 0.1586 1.5242
H: -1.6819 0.1591 -1.0625
H: -0.2933 0.8258 -1.9480
H: 0.0208 0.3095 2.3096
H: -0.8193 1.7337 1.6826

Cartesian forces (eV/Å) of the 3 atoms listed first:
C 2.0 3.6 -0.3
C -2.2 -4.6 0.3
C 2.3 1.7 -0.5

For the HOMO-LUMO gap, the calculation gives 8.139 eV. For the HOMO energy, the calculation gives -7.3 eV. The net charge is 0.

Here is C3H6OZn as an isolated structure from the OMol25 dataset. Energies are from the ωB97M-V functional and the def2-TZVPD basis.

Element x y z (Å)
C: 1.5660 -0.2270 -0.2289
C: 0.1942 -0.6197 -0.7132
O: -0.4838 0.6602 -0.3830
C: -1.0899 0.5991 0.8991
Zn: 1.1243 1.6013 -0.9948
H: 0.0628 0.0442 1.4143
H: -0.1626 -1.4482 -0.0725
H: -0.1770 -1.0561 -1.6553
H: -1.4603 1.5783 1.2235
H: -1.9027 -0.1379 0.9019
H: 2.3291 -0.9943 -0.3912

Cartesian forces (eV/Å) of the 3 atoms listed first:
C 0.3 -0.9 -2.7
C -0.4 -0.2 2.0
O -2.6 -0.6 -2.2

For the HOMO-LUMO gap (alpha / beta), the calculation gives 7.063 / 8.227 eV. For the HOMO energy (alpha / beta), the calculation gives -13.5 / -15.0 eV. As for the expectation value of S²: 0.755. Its spin multiplicity is 2. The net charge is +1.

Here is a 4-piece molecular cluster, C22H35O11P overall from the OMol25 dataset. Energies are from the ωB97M-V functional and the def2-TZVPD basis.

Element x y z (Å)
C: 0.3170 -2.5587 1.1976
P: -0.2170 -2.1874 -0.5095
O: 1.0410 -2.8492 -1.3187
O: 0.3192 -0.5890 -0.6400
C: -0.5029 0.3433 -0.1053
O: -0.2253 1.0133 0.8485
O: -1.6147 0.4681 -0.8574
C: -2.7648 1.0278 -0.2092
C: -3.3923 -0.0212 0.7081
O: -3.0594 -0.0769 1.8702
C: -4.3831 -0.9634 0.1262
C: -5.3800 -1.4783 0.9520
C: -6.2999 -2.3786 0.4431
C: -6.2131 -2.7786 -0.8859
C: -5.2232 -2.2635 -1.7116
C: -4.3134 -1.3459 -1.2134
H: -0.1167 -3.5374 1.4288
H: 1.4031 -2.6437 1.2708
H: -0.0625 -1.8212 1.9049
H: 1.3336 -3.6632 -0.8839
H: -2.5102 1.9087 0.3805
H: -3.4332 1.3301 -1.0134
H: -5.4295 -1.1682 1.9872
H: -7.0845 -2.7724 1.0770
H: -6.9240 -3.4940 -1.2810
H: -5.1624 -2.5714 -2.7470
H: -3.5360 -0.9382 -1.8472
C: 0.1392 4.4202 -2.1384
C: -0.2166 3.0277 -2.6165
O: -1.5664 2.9425 -3.0860
C: -1.9277 3.2254 -4.3545
C: -0.9392 3.9056 -5.2724
O: -3.0501 2.9759 -4.6955
H: 0.1081 5.1460 -2.9513
H: 1.1416 4.4309 -1.7091
H: -0.5681 4.7472 -1.3760
H: 0.4829 2.6595 -3.3676
H: -0.1796 2.3302 -1.7840
H: -1.0607 4.9837 -5.1706
H: -1.1835 3.6246 -6.2930
H: 0.0992 3.6484 -5.0819
C: 5.5378 -4.6313 0.7045
C: 4.1469 -4.1575 1.0666
O: 3.1274 -5.0036 0.5177
C: 2.6729 -6.1166 1.1350
C: 3.4377 -6.6793 2.3081
O: 1.6960 -6.6477 0.6872
H: 5.7524 -5.6119 1.1292
H: 6.2826 -3.9273 1.0756
H: 5.6379 -4.7062 -0.3779
H: 4.0157 -4.0514 2.1442
H: 3.9564 -3.1804 0.6244
H: 4.1727 -7.3898 1.9309
H: 2.7338 -7.2127 2.9407
H: 3.9464 -5.9311 2.9101
C: 0.1949 4.2106 3.0339
C: 0.7534 4.0624 1.6355
O: 1.6881 5.0996 1.3071
C: 3.0007 5.0149 1.6006
C: 3.4831 3.9298 2.5367
O: 3.7440 5.8418 1.1496
H: 0.9734 4.1106 3.7907
H: -0.5600 3.4452 3.2152
H: -0.2620 5.1930 3.1548
H: 1.1926 3.0793 1.4737
H: -0.0445 4.1701 0.9025
H: 3.4488 4.3145 3.5557
H: 4.5166 3.7082 2.2853
H: 2.9091 3.0084 2.4878

Cartesian forces (eV/Å) of the 3 atoms listed first:
C 0.0 -0.3 -0.1
P -0.1 -0.2 -0.1
O -0.2 0.0 0.0

The SMILES is CP(O)OC(=O)OCC(=O)c1ccccc1.CCOC(C)=O.CCOC(C)=O.CCOC(C)=O. For the HOMO-LUMO gap, the calculation gives 9.209 eV. For the HOMO energy, the calculation gives -9.1 eV. The net charge is 0.

Here is the molecule CH4N2 from the OMol25 dataset. Energies are from the ωB97M-V functional and the def2-TZVPD basis.

Element x y z (Å)
H: 0.6771 1.6564 0.3098
N: 1.0612 0.7985 0.7252
C: 0.4070 -0.2312 0.3536
N: -0.6676 -0.3158 -0.4998
H: 0.7029 -1.2066 0.7407
H: -1.0846 -1.2059 -0.7262
H: -1.0959 0.5045 -0.9033

Cartesian forces (eV/Å) of the 3 atoms listed first:
H 0.1 -0.2 0.1
N -0.4 -0.1 -0.2
C 0.0 0.2 -0.1

The SMILES is [H]/N=C\N. For the HOMO-LUMO gap, the calculation gives 10.380 eV. For the HOMO energy, the calculation gives -9.4 eV. The net charge is 0.

Here is the molecule C3H4OSi from the OMol25 dataset. Energies are from the ωB97M-V functional and the def2-TZVPD basis.

Element x y z (Å)
C: 2.3093 0.1647 -0.3918
C: 1.2710 0.0822 0.2252
C: 0.0892 -0.3005 0.7489
O: -1.4113 1.1858 0.5519
Si: -1.4618 -0.1442 -0.2100
H: 2.8349 0.4568 -1.1388
H: -0.0501 -0.1985 1.8125
H: -2.4493 -1.0774 0.0538
H: -1.1319 -0.1689 -1.6516

Cartesian forces (eV/Å) of the 3 atoms listed first:
C -4.1 -0.6 4.0
C 2.0 -0.3 -1.0
C -2.1 1.0 1.5

For the HOMO-LUMO gap (alpha / beta), the calculation gives 8.194 / 8.202 eV. For the HOMO energy (alpha / beta), the calculation gives -9.9 / -9.9 eV. The net charge is 0.

Here is the molecule C4H5Cl from the OMol25 dataset. Energies are from the ωB97M-V functional and the def2-TZVPD basis.

Element x y z (Å)
C: -1.1518 0.7562 0.6251
C: 0.0091 0.0373 0.2605
C: 1.2121 -0.3550 0.2147
Cl: 2.9614 -0.2007 0.8243
C: 0.4267 -0.8006 -0.9786
H: -0.8237 1.6667 1.2352
H: -1.7367 0.0191 1.1311
H: -1.6628 0.9951 -0.4074
H: 0.1337 -1.8000 -1.0112
H: 0.6321 -0.3181 -1.8936

Cartesian forces (eV/Å) of the 3 atoms listed first:
C -0.7 2.2 -1.2
C 1.2 -0.6 -1.3
C 3.1 -0.2 0.2

The SMILES is CC1=C(Cl)C1. For the HOMO-LUMO gap, the calculation gives 10.185 eV. For the HOMO energy, the calculation gives -9.4 eV. The net charge is 0.

Here is a 6-piece molecular cluster, C3H18O6 overall from the OMol25 dataset. Energies are from the ωB97M-V functional and the def2-TZVPD basis.

Element x y z (Å)
O: 0.2590 2.0610 2.1017
H: 0.2896 1.5002 1.3231
H: -0.4178 2.7286 1.9675
H: 1.1370 2.4328 2.2135
C: -1.1544 -4.3908 -1.2694
C: -0.1758 -3.4140 -0.7499
C: 1.3035 -3.8492 -0.9188
O: -0.4877 -1.9973 -0.9968
H: -1.1704 -4.4434 -2.3580
H: -2.1590 -4.1777 -0.9042
H: -0.9544 -5.4258 -0.9919
H: -0.3238 -3.6205 0.3101
H: 1.7834 -3.1094 -0.2781
H: 1.5949 -3.8439 -1.9692
H: 1.5602 -4.8130 -0.4791
O: 2.2170 2.2416 -3.4559
H: 1.5797 2.0535 -2.7670
H: 1.9737 3.1099 -3.7773
O: 3.9604 4.5892 1.4806
H: 4.6120 4.0678 1.0118
H: 4.3442 5.4647 1.5302
O: -3.9091 -0.8163 2.5026
H: -4.7209 -1.2877 2.3157
H: -3.2351 -1.3008 2.0259
O: -2.3980 5.1869 0.9228
H: -3.0838 5.7748 1.2397
H: -2.4246 5.2785 -0.0296

Cartesian forces (eV/Å) of the 3 atoms listed first:
O -0.1 -0.5 0.6
H -0.2 -1.4 -1.2
H -0.8 1.0 0.0

For the HOMO-LUMO gap, the calculation gives 3.105 eV. For the HOMO energy, the calculation gives -5.1 eV. The net charge is 0.

Here is a 2-piece molecular cluster, C6H16NO overall from the OMol25 dataset. Energies are from the ωB97M-V functional and the def2-TZVPD basis.

Element x y z (Å)
C: 1.9332 0.3728 1.7980
C: 1.5160 -0.4373 0.5770
C: 2.2621 0.0496 -0.6658
N: 1.7606 -1.8756 0.7175
H: 1.6710 1.4181 1.6337
H: 1.4005 0.0357 2.6888
H: 3.0104 0.2677 1.9846
H: 0.4246 -0.2617 0.4377
H: 1.8744 -0.4881 -1.5319
H: 2.1350 1.1132 -0.8615
H: 3.3296 -0.1884 -0.5728
H: 1.0374 -2.2925 1.2898
H: 2.6669 -2.0445 1.1436
C: -1.6575 1.3698 -0.2428
O: -1.2319 0.5720 0.7616
C: -2.7032 0.6887 -1.1516
C: -2.1822 -0.6617 -1.6454
H: -0.8166 1.7154 -0.9099
H: -2.1307 2.3090 0.1177
H: -2.9718 1.3161 -2.0118
H: -3.5915 0.5208 -0.5346
H: -2.7808 -1.0927 -2.4521
H: -2.1510 -1.3674 -0.8174
H: -1.1464 -0.5439 -1.9802

Cartesian forces (eV/Å) of the 3 atoms listed first:
C -0.1 -0.1 0.0
C -0.2 0.4 -0.3
C -0.1 -0.4 0.0

For the HOMO-LUMO gap, the calculation gives 6.556 eV. For the HOMO energy, the calculation gives -2.6 eV. The net charge is -1.